--- P ---
C17H28N2O5S | ωB97M-V with the def2-TZVPD basis set

```
53
C17H28N2O5S | the Open Molecules 2025 dataset | ωB97M-V with the def2-TZVPD basis set
C -1.0288 -1.2819 4.8581
C -1.6310 -2.5549 4.2714
O -2.4922 -2.2955 3.1762
C -1.9619 -1.9751 1.9712
C -2.8783 -1.6518 0.9650
C -2.4584 -1.3144 -0.3033
C -1.0973 -1.2816 -0.6138
O -0.6050 -0.8645 -1.8173
C -1.1189 -1.5037 -2.9807
C -0.8185 -2.9963 -2.9827
C -0.1962 -1.6222 0.3838
S 1.5738 -1.6452 0.0542
O 1.8288 -2.1980 -1.2409
O 2.1850 -2.2750 1.1913
N 2.0891 -0.0753 0.0467
C 2.0169 0.6307 1.3035
C 0.7687 1.5071 1.4490
C 0.8990 2.7958 0.6323
N 1.0861 2.5188 -0.7834
C 1.9317 3.4913 -1.4558
C 2.1727 3.0290 -2.8932
O 0.9605 2.8938 -3.5950
C 0.1227 1.9672 -2.9442
C -0.1689 2.3893 -1.5044
C -0.6068 -1.9612 1.6579
H -0.3900 -0.7833 4.1334
H -1.8225 -0.5979 5.1485
H -0.4380 -1.5302 5.7351
H -0.8449 -3.2623 3.9843
H -2.2780 -3.0351 5.0105
H -3.9291 -1.6742 1.2070
H -3.1892 -1.0640 -1.0569
H -2.1965 -1.3181 -3.0801
H -0.6016 -1.0091 -3.8051
H -1.0371 -3.4183 -3.9594
H -1.4175 -3.5087 -2.2322
H 0.2334 -3.1414 -2.7466
H 1.7740 0.4852 -0.7354
H 2.0537 -0.1369 2.0789
H 2.9117 1.2551 1.4004
H -0.1109 0.9440 1.1322
H 0.6380 1.7784 2.4983
H 1.7762 3.3395 0.9927
H 0.0173 3.4354 0.8040
H 2.8877 3.5544 -0.9324
H 1.4653 4.4923 -1.4726
H 2.7650 3.7642 -3.4406
H 2.7051 2.0659 -2.8751
H -0.7997 1.9256 -3.5256
H 0.5966 0.9758 -2.9321
H -0.7831 1.6254 -1.0258
H -0.7254 3.3446 -1.5084
H 0.1662 -2.2328 2.3572
```

Values from the calculation:
- SMILES: CCOc1ccc(OCC)c(S(=O)(=O)NCCCN2CCOCC2)c1
- Spin multiplicity: 1
- Net charge: 0

***

--- Q ---
C17H28N2O5S | ωB97M-V with the def2-TZVPD basis set

```
53
C17H28N2O5S | the Open Molecules 2025 dataset | ωB97M-V with the def2-TZVPD basis set
C 5.3089 -3.5962 0.4168
C 4.1975 -4.4993 0.1985
O 3.8047 -4.3162 -0.9913
C 2.7920 -3.5382 -1.2034
C 2.1469 -3.4227 -2.7549
C 1.2511 -2.3660 -2.8195
C 0.8912 -1.4790 -1.9572
O -0.1654 -0.5428 -2.1209
C -0.7520 -0.3821 -3.2939
C -1.9272 0.4461 -3.0321
C 1.4282 -1.5625 -0.6793
S 0.7190 -0.7424 0.5987
O 1.4585 -0.8644 1.7685
O -0.7380 -0.8063 0.7508
N 1.3078 1.1148 -0.1435
C 0.3622 2.0190 -0.0161
C 0.0744 3.0437 0.8133
C -0.7011 2.3880 2.1880
N -2.0882 2.4099 1.6560
C -2.6617 1.2856 2.2532
C -4.2294 1.2050 1.6772
O -4.8025 2.3913 2.1218
C -4.1400 3.4923 1.6105
C -2.9147 3.5638 1.9834
C 2.3220 -2.7636 -0.1578
H 4.9653 -2.5130 0.3608
H 5.8943 -3.7208 1.2639
H 6.0169 -3.4166 -0.4701
H 4.6033 -5.4852 0.0625
H 3.5532 -4.5196 0.9957
H 2.6330 -4.0433 -3.4729
H 0.9925 -2.2415 -3.7408
H -0.2501 -0.3226 -4.1176
H -1.2107 -1.4129 -3.5006
H -2.5445 0.6096 -3.7849
H -1.4617 1.4789 -2.8713
H -2.5953 0.4554 -2.2936
H 2.0097 1.3122 0.5710
H 0.5534 2.5748 -0.9208
H -0.6664 1.5943 -0.4643
H 1.1522 3.1659 1.3522
H -0.3893 3.9262 0.7197
H -0.3948 2.9856 2.9275
H -0.3756 1.5148 2.4028
H -2.7629 1.1416 3.4043
H -2.1582 0.2699 2.0811
H -4.2272 1.0380 0.7495
H -4.8351 0.1010 2.0798
H -4.1354 3.4579 0.4210
H -4.8064 4.2250 1.7480
H -2.7677 3.8318 3.1858
H -2.4194 4.2481 1.8074
H 2.6826 -2.7329 0.6372
```

Values from the calculation:
- SMILES: CCOc1ccc(OCC)c(S(=O)(=O)NCCCN2CCOCC2)c1
- Spin multiplicity: 1
- Net charge: 0

***

P is preferred energetically. Next in line: 1808.9 kJ/mol higher.

***

--- P ---
C3H4S | ωB97M-V with the def2-TZVPD basis set

```
8
C3H4S | the Open Molecules 2025 dataset | ωB97M-V with the def2-TZVPD basis set
C 0.9611 -0.2411 0.6263
C -1.6422 1.2792 -0.0970
C 1.6155 -1.1518 -0.0586
S -0.7819 0.1010 0.7937
H -1.1869 1.6850 -1.0154
H -2.5745 1.2558 0.3528
H 2.6478 -1.0539 0.0551
H 0.9609 -1.8742 -0.6569
```

Values from the calculation:
- Spin multiplicity: 1
- Net charge: 0

***

--- Q ---
C3H4S | ωB97M-V with the def2-TZVPD basis set

```
8
C3H4S | the Open Molecules 2025 dataset | ωB97M-V with the def2-TZVPD basis set
C -0.2177 -0.6282 -0.0549
C 0.4221 -1.0085 -1.2639
C 1.2356 -1.0036 -0.1736
H 0.3557 -1.3054 -2.2691
H 2.3018 -1.1084 0.1715
S -1.3790 1.6951 1.7796
H -1.8916 2.6295 0.9759
H -0.8270 0.7296 0.8345
```

Values from the calculation:
- SMILES: C1=CC=1.S
- Spin multiplicity: 1
- Net charge: 0

***

P is preferred energetically. Next in line: 5.8 kJ/mol higher.

***

--- P ---
C3H4ClF | ωB97M-V with the def2-TZVPD basis set

```
9
C3H4ClF | the Open Molecules 2025 dataset | ωB97M-V with the def2-TZVPD basis set
C 0.8600 -0.3440 -0.2131
C -0.2435 -0.3492 0.7109
C -0.3370 0.7253 -0.2713
F -0.1172 -0.1266 2.0984
Cl -1.3852 0.4939 -1.5776
H 1.7553 0.3230 -0.1239
H 0.7725 -1.0782 -1.0376
H -1.1902 -1.3144 0.3224
H -0.1147 1.6703 0.0918
```

Values from the calculation:
- Spin multiplicity: 1
- Net charge: 0

***

--- Q ---
C3H4ClF | ωB97M-V with the def2-TZVPD basis set

```
9
C3H4ClF | the Open Molecules 2025 dataset | ωB97M-V with the def2-TZVPD basis set
F -0.2308 1.6309 0.8565
C -0.2820 0.3383 0.7220
C 0.8997 -0.0934 0.0191
C -0.4934 -0.0452 -0.5530
Cl -1.0157 -1.6541 -1.1340
H -1.0625 -0.1097 1.5346
H 1.4301 -1.1905 0.1390
H 1.5930 0.6987 -0.1431
H -0.8383 0.4249 -1.4411
```

Values from the calculation:
- SMILES: F[C@@H]1C[C@H]1Cl
- Spin multiplicity: 1
- Net charge: 0

***

--- R ---
C3H4ClF | ωB97M-V with the def2-TZVPD basis set

```
9
C3H4ClF | the Open Molecules 2025 dataset | ωB97M-V with the def2-TZVPD basis set
C 2.5252 -0.5175 -0.1134
C 1.7581 0.5480 -0.0692
C -0.7445 0.5331 0.0776
F 2.0582 1.8643 0.0750
Cl 4.3042 -0.4351 -0.0771
H 2.0122 -1.5502 -0.0905
H -0.6181 -0.1829 -0.7257
H -1.1688 0.2226 0.9837
H -0.6073 1.4592 -0.3521
```

Values from the calculation:
- Spin multiplicity: 1
- Net charge: 0

***

P is preferred energetically. Next in line: 13.9 kJ/mol higher.

***

--- P ---
C7H10N2O2 | ωB97M-V with the def2-TZVPD basis set

```
21
C7H10N2O2 | the Open Molecules 2025 dataset | ωB97M-V with the def2-TZVPD basis set
C -2.2774 1.4565 -0.1642
C -1.8367 -0.0635 -0.3264
C -2.4773 -1.1650 -0.1941
C -1.3144 -2.0667 0.1465
C 0.7782 0.7585 -0.3565
C 2.0622 0.4547 0.6075
C 3.1816 -0.3286 -0.1553
H -3.3967 2.0847 -0.3035
H -1.9193 1.7837 0.9047
H -1.5469 2.3352 -0.8984
H -3.5236 -1.1635 0.1000
H -1.4066 -2.9985 0.7204
H 1.0661 0.7091 -1.3848
H 0.1341 1.6772 0.0479
H 2.2520 1.5058 1.0673
H 1.6481 -0.4189 1.2237
H 1.9529 -1.6943 -0.2730
N -0.1431 -1.4825 0.2260
N -0.4807 -0.2350 -0.2816
O 2.9536 -1.3724 -0.7381
O 4.2939 0.2235 0.0318
```

Values from the calculation:
- Spin multiplicity: 1
- Net charge: 0

***

--- Q ---
C7H10N2O2 | ωB97M-V with the def2-TZVPD basis set

```
21
C7H10N2O2 | the Open Molecules 2025 dataset | ωB97M-V with the def2-TZVPD basis set
C -0.0471 2.1542 -0.4272
C -2.5554 -0.2730 -0.1853
C -0.7431 1.3891 0.4557
C -0.3525 -0.6838 -0.7277
C -0.1959 1.4749 1.8800
C -0.2705 -0.0072 -2.0574
C 0.7631 -1.5018 -0.2072
N 0.5561 2.6092 -1.3086
N -2.0832 0.9458 0.2346
O -3.7165 -0.5121 -0.1532
O -1.6555 -1.1480 -0.4315
H -0.3258 0.5327 2.4072
H -0.5090 2.3282 2.4294
H 0.8250 1.6312 1.6872
H 0.1183 -0.8456 -2.7872
H 0.4512 0.7591 -2.0681
H -1.2840 0.3629 -2.3506
H 1.0864 -1.1758 0.7971
H 1.7126 -1.5433 -0.7084
H 0.4423 -2.5364 -0.1159
H -2.8434 1.6844 0.0749
```

Values from the calculation:
- Spin multiplicity: 1
- Net charge: 0

***

Q is preferred energetically. Next in line: 242.3 kJ/mol higher.

***

--- P ---
C2H5FN2O3 | ωB97M-V with the def2-TZVPD basis set

```
13
C2H5FN2O3 | the Open Molecules 2025 dataset | ωB97M-V with the def2-TZVPD basis set
H 1.9534 -1.3184 -1.2713
N 1.3118 -0.7317 -0.7979
C 0.9438 -0.7100 0.3781
F 1.4734 -1.7028 1.1996
C 0.1567 0.4333 0.9252
O -0.3876 1.2007 -0.1141
H 0.6484 1.0956 1.5754
H -0.5571 0.0430 1.5612
H 0.3685 1.7700 -0.4056
O -2.0120 -2.8125 -0.4157
N -1.6969 -1.6744 -0.2137
O -1.9548 -0.7623 -1.2174
H -1.4407 0.0217 -1.1010
```

Values from the calculation:
- SMILES: [H]/N=C(\F)CO.O=NO
- Spin multiplicity: 1
- Net charge: 0

***

--- Q ---
C2H5FN2O3 | ωB97M-V with the def2-TZVPD basis set

```
13
C2H5FN2O3 | the Open Molecules 2025 dataset | ωB97M-V with the def2-TZVPD basis set
C 0.0235 -0.8634 1.2531
C 0.4939 0.6081 -0.4301
N 0.0043 1.8438 -0.2436
N -0.0171 -0.3403 -1.2802
O -1.2609 -0.6211 -1.1248
O 0.7098 -1.0115 -2.0023
O -1.1249 -1.4076 1.0291
F 1.8282 0.6553 -0.4407
H 0.2532 -0.1682 2.1629
H 0.9211 -1.6148 1.0077
H -0.8909 1.9942 -0.5350
H 0.3266 2.3280 0.6053
H -1.2668 -1.4024 -0.0013
```

Values from the calculation:
- Spin multiplicity: 1
- Net charge: 0

***

P is preferred energetically. Next in line: 194.9 kJ/mol higher.